[1]
6
Properties=species:S:1:pos:R:3:forces:R:3:lowdin_charge:R:1 method="wB97M-V/def2-TZVPD" e_above_lowest_kcal_mol=95.4 orbital_gap_ev=8.589
N -0.45121 1.12854 0.06685 0.269 1.083 -0.140 -0.42
P -1.43745 0.06984 -0.30955 0.350 -2.942 1.056 0.59
H 2.96985 0.08083 0.64363 -3.539 1.439 0.065 0.01
H -1.45127 -1.18780 0.48547 -0.387 1.233 -0.368 -0.06
H 2.11883 0.42960 0.65904 3.519 -1.428 -0.066 -0.02
H -1.74875 -0.52101 -1.54544 -0.211 0.616 -0.546 -0.10

[2]
24
Properties=species:S:1:pos:R:3:forces:R:3:lowdin_charge:R:1 method="wB97M-V/def2-TZVPD" e_above_lowest_kcal_mol=57.5 smiles=O.O.O.O.O.O.O.O orbital_gap_ev=10.386
O 0.35117 -0.93042 2.06362 2.277 0.533 -2.849 0.02
H -0.26583 -0.90842 2.71962 -3.313 0.146 2.734 -0.02
H 0.97517 -1.56142 2.37062 1.036 -0.765 0.160 0.06
O 3.64817 0.31458 -2.82738 1.804 0.335 -0.961 -0.04
H 4.33417 -0.31842 -3.10438 -0.272 0.573 -0.025 0.05
H 3.06217 -0.22442 -2.33838 -1.387 -0.692 0.587 -0.06
O 1.95917 -1.09442 -1.19038 1.260 -0.223 0.651 -0.03
H 2.78117 -1.41342 -0.76738 -0.370 0.389 -0.205 0.09
H 1.36617 -1.81242 -1.00538 -0.892 -0.530 -0.076 0.06
O -0.45583 1.97058 -2.24038 0.685 -0.004 0.122 -0.08
H -1.36183 2.15558 -2.01038 -0.432 0.067 0.062 0.02
H -0.03583 1.71058 -1.38838 -0.700 0.369 -0.888 -0.02
O -2.37983 -0.94342 2.68662 1.657 0.319 -0.036 -0.04
H -3.29883 -1.03542 2.79462 -1.769 -0.402 0.311 0.02
H -2.28883 -0.03142 2.37762 0.052 0.075 0.131 -0.01
O -2.14383 1.65058 1.58362 1.150 2.166 -0.353 -0.06
H -1.60383 2.45358 1.29662 -1.062 -1.430 0.921 0.10
H -1.96483 1.07258 0.85062 -0.129 -0.819 -0.939 -0.01
O 0.31917 0.84358 -0.04638 -0.188 -0.708 2.041 -0.10
H 1.13617 0.47658 -0.36338 0.995 -0.212 -0.659 0.03
H 0.22017 0.29058 0.78162 0.088 0.822 -0.394 0.04
O -1.62883 -0.88442 -0.44738 -0.111 -0.144 0.289 -0.07
H -0.75083 -0.45242 -0.56138 -0.970 -0.337 -0.742 -0.01
H -1.97383 -1.32842 -1.23438 0.592 0.472 0.117 0.05

[3]
71
Properties=species:S:1:pos:R:3:forces:R:3:lowdin_charge:R:1 method="wB97M-V/def2-TZVPD" e_above_lowest_kcal_mol=0.0 total_charge=-1 orbital_gap_ev=7.150
Cd 0.58906 -0.12752 0.91897 -0.171 0.370 -0.145 1.27
Cl 0.01988 -1.76948 -2.50754 0.102 0.089 0.034 0.69
C -1.30995 -0.80268 -3.04816 -0.095 0.253 0.139 -0.64
C -2.12254 -1.34037 -4.03408 -0.006 -0.042 -0.022 -0.12
C -3.19470 -0.61194 -4.52063 -0.031 -0.037 -0.029 -0.10
C -3.44706 0.65259 -4.01861 -0.017 0.074 0.040 -0.09
C -2.62739 1.18403 -3.03215 0.063 -0.049 0.057 -0.09
C -1.53994 0.47715 -2.51684 0.149 -0.211 0.011 -0.34
P -0.33043 1.18498 -1.28204 -0.253 -0.005 -0.746 1.05
C 0.93410 1.70761 -2.51133 -0.013 -0.002 0.126 -0.36
C 2.21027 1.15990 -2.42240 -0.005 0.041 0.105 -0.10
C 3.17286 1.47226 -3.37451 0.005 -0.008 -0.007 -0.07
C 2.87132 2.34032 -4.41253 -0.031 0.029 0.009 -0.10
C 1.59818 2.89146 -4.50762 -0.043 -0.012 0.037 -0.09
C 0.63188 2.56928 -3.56553 0.046 -0.073 -0.073 -0.10
C -1.18382 2.72555 -0.78454 -0.021 -0.090 0.072 -0.38
C -0.64521 3.99760 -0.93888 0.022 -0.002 -0.074 -0.09
C -1.33691 5.11235 -0.47896 0.016 -0.003 0.035 -0.08
C -2.56597 4.96481 0.14467 0.027 0.013 0.002 -0.09
C -3.09092 3.69323 0.34259 0.011 -0.012 -0.039 -0.08
C -2.39660 2.58170 -0.10511 0.061 -0.040 0.006 -0.11
H -1.90122 -2.32851 -4.41732 -0.003 0.031 0.037 0.10
H -3.83028 -1.03418 -5.28990 0.031 0.002 0.018 0.10
H -4.28093 1.23181 -4.39702 0.027 0.003 0.037 0.10
H -2.84041 2.17327 -2.65352 0.009 0.068 0.032 0.10
H 2.45224 0.50047 -1.59648 0.015 -0.011 -0.035 0.05
H 4.16166 1.03550 -3.30139 -0.034 0.014 0.029 0.10
H 3.62693 2.59319 -5.14789 -0.032 -0.025 0.017 0.10
H 1.35441 3.56639 -5.31992 0.010 -0.016 0.021 0.10
H -0.36608 2.98129 -3.65976 -0.006 0.011 0.013 0.10
H 0.32530 4.11894 -1.40414 -0.020 0.007 -0.011 0.11
H -0.90009 6.09790 -0.59118 -0.015 -0.042 -0.018 0.10
H -3.10367 5.83705 0.49762 0.018 -0.031 0.003 0.10
H -4.03690 3.56989 0.85575 0.034 -0.019 0.008 0.10
H -2.78100 1.58433 0.08442 -0.048 0.023 -0.025 0.12
F 2.62955 4.47788 1.20364 0.021 0.082 0.013 0.14
C 1.68565 3.92697 1.97299 -0.132 -0.123 -0.046 -0.55
F 2.21480 3.76948 3.20587 0.023 0.066 -0.010 0.12
F 0.68570 4.81836 2.08278 0.024 0.024 0.033 0.14
C 1.18692 2.56061 1.42728 -0.024 0.036 -0.051 -0.65
O 0.21847 2.06649 2.04264 0.267 -0.231 -0.133 -0.05
O 1.80631 2.08992 0.45607 -0.043 0.095 0.327 -0.07
O -1.45658 -1.46676 0.36916 0.069 -0.128 0.128 -0.13
C -1.06772 -2.17488 1.32917 -0.168 0.136 0.182 -0.69
O -0.38740 -1.74893 2.30184 -0.147 -0.138 -0.218 -0.11
C -1.38572 -3.64982 1.29652 -0.081 0.046 -0.027 -0.11
C -2.25322 -4.15471 0.33692 0.005 -0.021 -0.028 0.00
C -2.51319 -5.51719 0.26719 -0.018 0.013 -0.026 -0.06
C -1.89228 -6.38743 1.14689 0.022 -0.115 0.007 -0.01
C -1.03293 -5.86315 2.09805 0.037 0.073 -0.093 -0.14
C -0.77068 -4.50931 2.19305 0.059 -0.095 0.167 0.07
N -0.38266 -6.78864 3.04121 -0.296 -0.118 0.206 -0.35
O -0.36308 -7.97359 2.75141 0.065 0.119 -0.036 0.05
O 0.04976 -6.33303 4.08132 0.108 0.026 -0.168 0.08
H -2.70261 -3.45491 -0.35552 0.000 -0.014 -0.009 0.12
H -3.19228 -5.90877 -0.48062 0.022 0.031 0.025 0.10
H -2.06124 -7.45401 1.10907 0.013 0.020 -0.002 0.11
H -0.09058 -4.12319 2.93832 -0.009 0.036 -0.015 0.13
C 1.89433 0.57242 4.50207 0.026 -0.051 -0.066 -0.02
C 2.58140 -0.52816 3.75253 -0.066 0.016 -0.122 -0.33
C 3.48760 -1.38604 4.35893 0.070 -0.065 0.016 -0.04
C 4.06072 -2.35694 3.55553 -0.017 -0.013 -0.090 -0.15
N 3.77030 -2.52238 2.27172 -0.061 0.085 -0.019 0.04
C 2.86312 -1.67841 1.74899 0.066 0.148 0.298 -0.87
S 2.31648 -1.85550 0.11868 0.125 -0.037 -0.016 0.47
N 2.29541 -0.66259 2.45941 0.292 -0.246 0.162 -0.01
H 1.95641 0.41071 5.57814 0.003 -0.008 -0.024 0.08
H 0.85289 0.63870 4.19249 -0.018 0.010 0.004 0.07
H 2.36049 1.52934 4.26477 -0.007 0.013 -0.001 0.07
H 3.73133 -1.30071 5.40861 -0.009 0.000 -0.013 0.10
H 4.78846 -3.05199 3.96880 -0.024 0.030 -0.018 0.10

[4]
72
Properties=species:S:1:pos:R:3:forces:R:3:lowdin_spin:R:1 method="wB97M-V/def2-TZVPD" spin_multiplicity=5 total_charge=+3 orbital_gap_ev="2.631 / 2.621"
Mn 1.82955 -1.27381 -0.59520 -1.314 0.885 0.644 4.03
P 2.55225 0.74586 0.87551 0.396 0.106 -0.319 -0.01
P -0.80193 -0.58832 1.56823 -0.244 -0.031 0.279 -0.04
P -2.27902 4.09683 -2.76627 -0.715 -0.230 -0.576 0.11
H 2.24087 -3.24923 -2.49187 0.370 -0.342 0.115 -0.01
C 2.72917 -2.29532 -2.62853 0.866 0.319 -0.066 -0.19
C 3.48491 -1.66295 -1.62521 0.937 -0.360 -0.922 -0.09
H 3.76201 -2.18549 -0.71524 0.556 -0.387 -0.114 0.00
C 4.06233 -0.02239 1.57930 0.198 -0.714 0.134 0.00
C 1.94104 1.94111 2.16024 -0.488 -0.513 0.089 0.00
C 3.13885 1.75550 -0.52798 0.143 0.281 -0.187 0.00
C -2.36325 -1.53645 1.72318 -0.388 -0.112 -0.412 -0.01
C -0.64769 -0.28343 3.38536 0.259 -0.111 0.226 -0.01
C -1.45613 1.01578 0.90838 -0.071 -0.042 0.018 0.00
C -2.60202 4.61952 -4.43088 -0.474 0.334 0.038 0.01
C -1.36144 5.25034 -1.74146 0.395 -0.822 0.158 0.02
C -3.56002 3.26158 -1.86505 -0.612 0.086 0.256 0.01
H 2.89419 -2.03074 -3.70310 -0.606 0.219 1.121 -0.01
H 4.17035 -0.89242 -1.93939 0.226 0.079 0.017 0.00
H 3.89288 -1.12228 1.58070 0.248 0.645 0.030 0.00
H 4.28498 0.27906 2.61260 -0.094 0.129 -0.348 0.00
H 4.94660 0.17083 0.95115 -0.327 0.038 0.235 0.00
H 1.04619 1.50265 2.63017 0.400 0.255 -0.053 0.00
H 1.63776 2.89456 1.72589 0.122 -0.069 -0.155 0.00
H 2.67606 2.13607 2.95189 -0.032 -0.119 -0.362 0.00
H 3.67609 1.08877 -1.21876 -0.101 0.285 0.268 0.00
H 3.79400 2.58053 -0.23884 -0.028 -0.038 -0.033 0.00
H 2.27346 2.15251 -1.08069 0.201 -0.032 0.210 0.00
H -3.11128 -0.95187 2.27173 0.090 -0.087 -0.086 0.00
H -2.18993 -2.46269 2.27883 0.015 0.183 -0.083 0.00
H -2.76928 -1.79477 0.73840 -0.048 0.033 0.258 0.00
H -1.13370 0.63991 3.73027 0.106 -0.220 -0.164 0.00
H 0.40449 -0.28178 3.69275 -0.275 0.119 0.040 0.00
H -1.13686 -1.13393 3.88700 0.244 0.335 -0.072 0.00
H -2.52096 1.12641 1.13147 0.085 0.069 0.112 0.00
H -1.33064 1.02430 -0.17442 0.029 -0.058 -0.192 0.00
H -0.90129 1.85875 1.32200 -0.011 -0.023 0.048 0.00
H -3.09739 5.59063 -4.39938 -0.069 0.169 -0.140 0.00
H -3.26088 3.87028 -4.87326 -0.016 0.079 -0.076 0.00
H -1.68272 4.69140 -5.01572 0.031 0.059 0.123 0.00
H -1.75141 6.25226 -1.89909 -0.099 0.254 -0.217 0.00
H -0.29702 5.21498 -2.00463 -0.131 0.215 0.039 0.00
H -1.50207 4.97409 -0.68894 0.112 0.038 -0.238 0.00
H -4.50724 3.68121 -2.23259 -0.062 -0.178 0.337 0.00
H -3.42225 3.47789 -0.79697 -0.240 -0.007 -0.255 0.00
H -3.55861 2.16625 -2.01259 0.022 0.597 -0.080 0.00
C -1.20907 0.41852 -3.09627 0.005 -0.836 -0.125 0.02
C -2.40358 -0.21391 -2.84364 -1.405 -0.167 0.282 -0.01
C -2.44641 -1.37253 -2.05181 0.072 0.622 -0.315 0.00
C -1.27301 -1.87305 -1.55098 0.758 -0.873 1.149 -0.01
C -0.04095 -1.41672 -2.05484 -1.950 0.738 -0.554 -0.01
C -0.01286 -0.27762 -2.89912 0.608 -0.193 1.345 0.02
S -1.13433 2.17976 -3.57662 1.101 -0.563 -0.827 0.04
H -1.10870 2.56000 -2.30291 1.387 -0.301 1.119 0.01
H -3.32739 0.19648 -3.25794 0.142 -0.042 0.342 0.00
H -3.35719 -1.85655 -1.75333 -0.506 0.144 -0.223 0.00
H -1.30939 -2.63115 -0.70700 0.244 0.747 -1.516 0.00
H 0.83635 -2.08854 -1.96456 -0.070 0.164 -0.539 0.00
H 0.93638 0.06554 -3.29749 0.022 0.062 0.029 0.00
C -0.55389 -4.76947 1.86778 0.240 -0.108 0.395 0.00
N 0.32728 -4.02299 2.78248 0.282 0.426 -0.557 0.00
C 0.22994 -4.08874 4.16014 -0.006 0.043 -0.222 0.00
C 1.18236 -3.27966 4.67336 -0.295 -0.214 -0.184 0.00
N 1.83629 -2.70970 3.60197 -0.040 -0.149 -0.825 0.00
C 1.35792 -3.20303 2.42087 -0.805 -0.486 1.207 0.02
S 2.08310 -3.14666 0.88026 -0.014 -0.364 0.059 0.06
H -1.30513 -4.12003 1.41445 0.208 0.019 0.057 0.00
H 0.04229 -5.24235 1.08946 -0.032 -0.036 0.093 0.00
H -1.06850 -5.51792 2.47810 0.145 0.052 -0.303 0.00
H -0.50362 -4.73766 4.61321 0.174 0.122 0.157 0.00
H 1.48741 -3.15907 5.68952 0.033 0.327 0.265 0.00
H 2.54168 -1.98495 3.64597 0.091 -0.448 0.043 0.00